{"formula": "C4H6N4", "method": "wB97M-V/def2-TZVPD", "symbols": ["C", "C", "C", "C", "H", "H", "H", "H", "H", "H", "N", "N", "N", "N"], "coordinates": [[-1.25549, -1.14603, -0.07651], [0.01414, -0.92829, 0.57776], [1.07467, 1.16578, -0.14860], [-0.17880, 0.67837, 0.75780], [-1.66248, 1.82924, 0.46822], [-1.71974, -2.02180, -0.66199], [0.28137, -1.38576, 1.51126], [2.08172, -1.62110, 0.71249], [1.47045, 2.12899, -0.24489], [-0.25777, 1.25433, 1.81094], [-1.15332, 1.09019, -0.18830], [-1.83418, -0.06712, -0.54756], [1.30774, -1.05661, -0.24645], [1.94825, 0.20457, -0.48322]], "forces_ev_per_angstrom": [[-2.51, 0.04, -4.03], [1.73, 3.36, 1.14], [3.02, -4.80, 2.38], [4.91, 1.11, -0.38], [-0.21, -2.00, -2.93], [1.19, 0.79, 1.74], [-0.77, -0.52, 0.37], [-2.49, 2.04, -4.10], [-0.15, 1.61, -0.28], [0.35, -1.76, -2.25], [-2.97, 1.37, 2.88], [-0.77, -0.62, 0.64], [2.89, -2.42, 4.02], [-4.21, 1.81, 0.79]], "gap_ev": 9.4, "largest_force_ev_per_a": 6.15, "homo_energy_ev": -9.0, "e_tot_ev": -10199.492}

---

{"formula": "C42H41NO3P2STi", "method": "wB97M-V/def2-TZVPD", "symbols": ["Ti", "C", "C", "C", "C", "C", "C", "C", "C", "C", "H", "H", "H", "H", "H", "H", "H", "H", "H", "H", "H", "H", "H", "H", "H", "P", "P", "C", "C", "C", "C", "C", "C", "C", "C", "C", "C", "C", "C", "C", "C", "C", "C", "C", "C", "C", "C", "C", "C", "C", "C", "C", "C", "H", "H", "H", "H", "H", "H", "H", "H", "H", "H", "H", "H", "H", "H", "H", "H", "H", "H", "H", "H", "H", "H", "O", "C", "N", "S", "O", "O", "C", "C", "C", "C", "C", "C", "H", "H", "H", "H"], "coordinates": [[-0.46038, 0.07370, -2.38486], [-1.78696, 1.05524, -3.52771], [-2.03633, -0.35341, -3.55173], [-1.39222, -1.32265, -4.50226], [0.10762, -1.07782, -4.78801], [0.91754, -0.52636, -3.63715], [1.08709, 0.86917, -3.36673], [0.52480, 1.95456, -4.23673], [-0.98619, 1.80126, -4.56082], [2.48001, 0.47835, 2.38807], [-2.47688, 1.68293, -2.96468], [-2.93333, -0.72005, -3.05182], [-1.92772, -1.31141, -5.46688], [-1.52041, -2.34618, -4.11518], [0.53234, -2.05845, -5.05014], [0.20532, -0.45932, -5.69440], [1.64229, -1.21207, -3.20679], [1.92326, 1.16839, -2.73551], [1.07094, 1.99318, -5.19289], [0.68535, 2.93203, -3.75354], [-1.40067, 2.81956, -4.63425], [-1.10953, 1.36637, -5.56609], [1.43233, 0.78700, 2.28949], [3.01739, 1.24091, 2.96679], [2.50331, -0.46575, 2.94841], [-2.24322, -1.03284, -0.28907], [3.23104, 0.25223, 0.78716], [0.72060, -0.27616, -0.46735], [2.03965, -0.51935, -0.37416], [-3.36261, -2.34561, 0.02214], [-3.20049, -3.54650, -0.72646], [-3.75295, -4.72370, -0.24693], [-4.50236, -4.72130, 0.94464], [-4.70610, -3.52579, 1.64791], [-4.15513, -2.33114, 1.19441], [-3.21733, 0.44178, -0.23013], [-2.45517, 1.62296, -0.01364], [-3.04824, 2.87268, -0.07307], [-4.40635, 2.98704, -0.38957], [-5.17028, 1.83163, -0.60363], [-4.59485, 0.56240, -0.51707], [4.71952, -0.74616, 0.84605], [4.60005, -2.13102, 1.07122], [5.73453, -2.94600, 1.03768], [6.99397, -2.39490, 0.76869], [7.11926, -1.01447, 0.58343], [5.99580, -0.18455, 0.65795], [3.48796, 1.83979, -0.04744], [2.56656, 2.86670, 0.21583], [2.55605, 4.01870, -0.57395], [3.46125, 4.15702, -1.62964], [4.38002, 3.13966, -1.89506], [4.37837, 1.96832, -1.12984], [0.08636, -0.30185, 0.44434], [2.51601, -1.22450, -1.07732], [-2.61127, -3.52675, -1.64538], [-3.59243, -5.66368, -0.77427], [-4.91174, -5.65539, 1.32866], [-5.28109, -3.53171, 2.57373], [-4.29646, -1.40066, 1.74457], [-1.38228, 1.54018, 0.16222], [-2.43262, 3.74804, 0.12168], [-4.86013, 3.97883, -0.46204], [-6.22917, 1.92188, -0.84462], [-5.19214, -0.33386, -0.68713], [3.61605, -2.56459, 1.26519], [5.64145, -4.01471, 1.22165], [7.87512, -3.03672, 0.71439], [8.09710, -0.57859, 0.38108], [6.10567, 0.89484, 0.55770], [1.83708, 2.75228, 1.02085], [1.82864, 4.80414, -0.36686], [3.45290, 5.06100, -2.24339], [5.10250, 3.24924, -2.70569], [5.06087, 1.15602, -1.38249], [-0.76089, -1.89835, 2.10107], [-1.01537, -0.84160, 2.72258], [-1.20967, 0.37794, 2.14128], [-1.63316, 1.59954, 3.16027], [-0.57815, 2.59104, 3.20439], [-2.98644, 2.04765, 2.97338], [-1.55417, 0.54712, 4.57178], [-1.91959, 0.86927, 5.87458], [-1.85111, -0.14858, 6.84016], [-1.41563, -1.43952, 6.48123], [-1.08370, -1.74334, 5.15636], [-1.17019, -0.73014, 4.20060], [-2.25347, 1.88254, 6.10042], [-2.14710, 0.06911, 7.86945], [-1.35195, -2.21144, 7.24551], [-0.76837, -2.73534, 4.83539]], "forces_ev_per_angstrom": [[1.88, -1.15, 5.97], [-3.51, -0.54, -1.59], [-2.78, 1.43, -1.28], [-0.25, -0.51, 0.03], [0.46, -0.30, -0.78], [2.47, 0.68, -1.50], [2.67, -0.69, -1.47], [0.03, 0.57, 0.09], [-0.02, 0.43, -0.55], [-0.16, 0.20, 0.58], [-0.10, -0.31, 0.14], [0.11, 0.19, -0.01], [0.08, 0.13, 0.32], [-0.03, 0.34, -0.02], [-0.08, 0.38, 0.09], [0.07, -0.03, 0.46], [-0.08, 0.11, 0.24], [-0.13, -0.22, 0.08], [-0.04, -0.13, 0.30], [0.03, -0.43, -0.08], [0.07, -0.44, 0.11], [-0.02, -0.10, 0.50], [0.10, 0.00, -0.08], [-0.07, -0.17, -0.16], [0.06, 0.15, -0.26], [-0.86, 0.24, 0.20], [-0.56, -0.54, -0.35], [-0.83, -1.09, -0.49], [0.11, -0.58, 0.07], [0.11, -0.52, -0.14], [0.15, 0.06, 0.79], [-0.23, -0.01, -0.06], [0.29, 0.54, -0.12], [-0.08, -0.10, -0.02], [0.04, -0.23, -0.25], [0.34, 0.80, 0.32], [-0.36, 0.21, -0.98], [0.22, -0.17, -0.19], [0.00, -0.30, 0.14], [0.02, -0.01, -0.09], [0.12, 0.04, 0.20], [0.58, -0.14, 0.10], [0.11, 0.10, -0.18], [-0.01, 0.24, 0.03], [-0.35, 0.27, 0.01], [-0.17, -0.02, 0.12], [-0.08, -0.26, -0.08], [-0.05, 0.17, -0.35], [0.09, -0.04, -0.03], [-0.03, -0.19, 0.03], [0.05, -0.09, 0.12], [-0.05, -0.16, 0.06], [-0.16, 0.11, 0.10], [0.86, 1.57, 0.02], [0.30, 1.11, -0.36], [-0.06, -0.15, 0.31], [-0.12, 0.28, 0.05], [0.11, 0.26, -0.10], [0.11, 0.00, -0.28], [0.11, -0.24, -0.03], [-0.29, 0.05, 0.25], [-0.25, -0.08, -0.04], [0.07, -0.40, 0.06], [0.28, -0.03, 0.07], [0.09, 0.26, 0.04], [0.26, 0.03, -0.09], [-0.03, 0.25, -0.06], [-0.30, 0.20, 0.02], [-0.25, -0.09, 0.13], [0.06, -0.31, -0.01], [0.19, 0.14, -0.16], [0.24, -0.19, -0.01], [0.03, -0.30, 0.23], [-0.25, -0.05, 0.22], [-0.17, 0.28, 0.05], [-0.56, 1.14, -0.09], [-0.03, 0.85, -0.18], [0.01, -1.09, -0.88], [0.80, -1.08, 0.72], [-0.41, -0.27, -0.38], [0.13, 0.01, -0.42], [-0.32, 0.11, 1.05], [0.17, -0.29, -0.08], [0.11, 0.02, -0.40], [-0.08, 0.33, -0.09], [-0.01, 0.28, -0.09], [-0.09, -0.43, 0.60], [0.07, -0.33, 0.12], [0.16, -0.14, -0.36], [-0.04, 0.16, -0.17], [-0.12, 0.17, 0.23]], "gap_ev": [5.4, 5.5], "largest_force_ev_per_a": 6.36, "homo_energy_ev": [-13.1, -13.1], "charge": 2, "e_tot_ev": -104358.060}